A structure of composition C21H30BBrF2N in a non-equilibrium geometry. Source: OMol25; level of theory: ωB97M-V with the def2-TZVPD basis set.

Summary:
Relative energy (zero: lowest compared OMol25 entry of this formula, charge and spin)   44.62 kcal per mole
Kohn-Sham gap   6.68 eV
Net charge   +1
E_HOMO   -11.6 eV
M   425.19 u

Last column: Mulliken charge in e.
CARTESIAN COORDINATES (ANGSTROEM)
C (5.64, 3.74, -0.21)  -1.398
C (4.34, 3.02, -0.39)  0.760
C (3.14, 3.69, -0.63)  0.303
F (3.20, 5.07, -0.70)  -0.345
C (1.92, 3.05, -0.78)  -0.823
C (1.81, 1.63, -0.58)  0.697
C (0.57, 0.81, -0.57)  0.245
C (-0.70, 1.59, -0.56)  0.535
C (-0.83, 2.75, 0.24)  -1.016
C (-2.02, 3.44, 0.32)  0.158
F (-2.13, 4.49, 1.21)  -0.351
C (-3.15, 3.08, -0.40)  0.689
C (-4.45, 3.78, -0.14)  -1.447
C (-3.02, 2.02, -1.31)  -0.624
C (-1.79, 1.33, -1.45)  -0.411
C (3.05, 0.96, -0.45)  -0.860
C (4.26, 1.64, -0.32)  -0.712
H (6.42, 3.00, -0.02)  0.360
H (5.91, 4.32, -1.11)  0.314
H (5.63, 4.45, 0.63)  0.313
H (1.07, 3.70, -1.05)  0.720
H (0.62, 0.09, -1.49)  0.451
H (0.03, 3.17, 0.79)  0.741
H (-5.25, 3.29, -0.70)  0.386
H (-4.73, 3.75, 0.92)  0.320
H (-4.36, 4.83, -0.42)  0.326
H (-3.87, 1.71, -1.91)  0.385
H (-1.67, 0.63, -2.28)  0.461
H (3.02, -0.15, -0.43)  0.104
H (5.18, 1.06, -0.15)  0.282
C (-1.21, -4.52, -1.34)  -1.277
C (-0.27, -3.40, -0.93)  -0.287
N (-0.41, -2.94, 0.54)  -0.282
C (-1.85, -2.66, 0.84)  -0.364
C (-2.24, -1.39, 0.11)  -1.293
C (-0.06, -4.21, 1.41)  -0.371
C (-0.07, -3.95, 2.88)  -1.200
B (0.52, -1.62, 0.70)  0.657
Br (2.36, -2.44, 0.52)  -0.201
H (0.49, -0.28, 0.02)  -0.197
H (-1.00, -4.79, -2.38)  0.453
H (-1.07, -5.46, -0.76)  0.319
H (-2.27, -4.23, -1.27)  0.276
H (0.75, -3.73, -1.04)  0.437
H (-0.41, -2.51, -1.53)  0.345
H (-2.50, -3.52, 0.65)  0.368
H (-1.90, -2.46, 1.94)  0.212
H (-3.31, -1.19, 0.24)  0.482
H (-1.70, -0.54, 0.49)  0.458
H (-2.01, -1.48, -0.96)  0.180
H (-0.79, -5.04, 1.14)  0.279
H (0.94, -4.57, 1.08)  0.439
H (0.10, -4.94, 3.41)  0.411
H (0.75, -3.30, 3.20)  0.281
H (-1.03, -3.57, 3.24)  0.347
H (0.34, -1.24, 1.77)  -0.036

***

A cluster of 5 separate species, C21H30ClIN8O9 in total in a non-equilibrium geometry. Source: OMol25; level of theory: ωB97M-V with the def2-TZVPD basis set.

Summary:
SMILES   CCC(=O)OCCc1c(I)c(CC(=O)Cl)cc2c1C(=O)C=CC2=O.NC(N)=O.NC(N)=O.NC(N)=O.NC(N)=O
Kohn-Sham gap   8.40 eV
E_HOMO   -8.8 eV
M   700.88 u

Last column: Mulliken charge in e.
CARTESIAN COORDINATES (ANGSTROEM)
C (4.22, -0.50, 1.71)  -1.173
C (2.67, -0.62, 1.34)  -0.229
C (2.49, -0.49, -0.23)  0.606
O (2.89, -1.40, -0.91)  -0.566
O (1.92, 0.68, -0.69)  -0.198
C (1.26, 0.51, -1.95)  -0.732
C (-0.21, -0.07, -1.85)  -1.140
C (-0.88, 0.07, -0.46)  0.852
C (-1.05, 1.38, 0.22)  -0.760
I (-0.38, 3.24, -0.69)  0.017
C (-1.71, 1.50, 1.54)  1.115
C (-1.92, 2.87, 2.27)  -1.190
C (-3.43, 3.28, 2.12)  0.505
O (-4.24, 2.64, 2.72)  -0.410
Cl (-3.97, 4.65, 1.07)  -0.190
C (-2.25, 0.31, 2.24)  -0.776
C (-2.11, -0.96, 1.57)  0.542
C (-1.43, -1.09, 0.26)  0.812
C (-1.36, -2.54, -0.31)  -0.235
O (-0.43, -3.01, -0.91)  -0.560
C (-2.62, -3.42, 0.02)  -0.506
C (-3.24, -3.31, 1.22)  -0.311
C (-2.70, -2.25, 2.24)  0.032
O (-2.75, -2.42, 3.43)  -0.565
H (4.64, 0.51, 1.47)  0.261
H (4.40, -0.68, 2.80)  0.401
H (4.85, -1.25, 1.16)  0.270
H (2.16, 0.21, 1.89)  0.209
H (2.36, -1.65, 1.65)  0.298
H (1.18, 1.54, -2.40)  0.439
H (1.82, -0.10, -2.70)  0.389
H (-0.23, -1.11, -2.26)  0.286
H (-0.84, 0.54, -2.57)  0.486
H (-1.20, 3.66, 1.97)  0.585
H (-1.76, 2.66, 3.37)  0.289
H (-2.75, 0.40, 3.23)  0.334
H (-3.02, -4.15, -0.73)  0.402
H (-4.14, -3.92, 1.49)  0.349
N (6.22, 0.98, -1.72)  -0.373
C (6.86, 0.96, -0.53)  0.825
N (7.98, 0.19, -0.50)  -0.450
O (6.46, 1.59, 0.44)  -0.772
H (6.53, 0.47, -2.53)  0.155
H (5.38, 1.54, -1.79)  0.192
H (8.49, 0.15, 0.37)  0.230
H (8.31, -0.33, -1.29)  0.151
N (9.12, 5.83, -1.53)  -0.387
C (8.57, 4.58, -1.56)  0.604
N (7.92, 4.22, -0.42)  -0.244
O (8.65, 3.85, -2.53)  -0.651
H (9.06, 6.44, -0.73)  0.157
H (9.61, 6.14, -2.35)  0.231
H (7.50, 3.30, -0.39)  0.165
H (7.85, 4.81, 0.39)  0.166
N (-4.57, -2.22, -3.21)  -0.377
C (-5.14, -1.84, -2.02)  0.582
N (-6.49, -1.69, -2.07)  -0.386
O (-4.49, -1.67, -1.01)  -0.485
H (-5.10, -2.36, -4.05)  0.155
H (-3.58, -2.34, -3.23)  0.214
H (-6.96, -1.41, -1.21)  0.306
H (-7.03, -1.83, -2.90)  0.126
N (-9.11, -2.54, 2.24)  -0.439
C (-8.26, -2.74, 1.20)  0.660
N (-7.87, -4.03, 1.02)  -0.367
O (-7.87, -1.83, 0.49)  -0.676
H (-9.43, -3.29, 2.84)  0.149
H (-9.42, -1.61, 2.42)  0.220
H (-7.24, -4.22, 0.26)  0.212
H (-8.18, -4.79, 1.60)  0.170

***

A cluster of 5 separate species, C21H30ClIO21S5 in total in a non-equilibrium geometry. Source: OMol25; level of theory: ωB97M-V with the def2-TZVPD basis set.

Summary:
SMILES   CC1=C(CC(=O)I)C(=O)C=C(CCCCS(=O)(=O)Cl)C1=O.O=S1(=O)OCCO1.O=S1(=O)OCCO1.O=S1(=O)OCCO1.O=S1(=O)OCCO1
Kohn-Sham gap   8.63 eV
E_HOMO   -9.7 eV
M   941.14 u

Last column: Mulliken charge in e.
CARTESIAN COORDINATES (ANGSTROEM)
C (2.65, -5.03, -0.05)  -1.720
C (1.62, -4.94, -1.13)  1.444
C (1.80, -4.33, -2.30)  0.099
C (3.06, -3.64, -2.71)  -0.794
C (3.42, -2.54, -1.74)  0.312
O (4.51, -2.35, -1.27)  -0.517
I (1.76, -1.24, -1.23)  0.066
C (0.67, -4.31, -3.27)  -0.529
O (0.83, -4.38, -4.48)  -0.620
C (-0.66, -4.14, -2.65)  -0.199
C (-0.86, -4.73, -1.48)  0.743
C (-2.17, -4.55, -0.75)  -0.712
C (-2.20, -3.10, -0.23)  -0.429
C (-3.62, -2.54, 0.01)  -0.939
C (-3.88, -1.31, -0.86)  -0.612
S (-4.26, -1.69, -2.57)  1.142
O (-5.22, -0.74, -3.05)  -0.589
O (-3.04, -1.70, -3.31)  -0.504
Cl (-5.17, -3.52, -2.63)  -0.235
C (0.26, -5.53, -0.91)  -0.040
O (0.11, -6.57, -0.30)  -0.589
H (2.53, -4.21, 0.65)  0.313
H (2.55, -5.97, 0.47)  0.455
H (3.63, -4.92, -0.50)  0.384
H (3.90, -4.29, -2.91)  0.417
H (2.85, -3.13, -3.65)  0.253
H (-1.43, -3.54, -3.12)  0.428
H (-2.26, -5.26, 0.06)  0.458
H (-2.96, -4.74, -1.48)  0.215
H (-1.65, -2.44, -0.88)  0.377
H (-1.66, -3.11, 0.71)  0.327
H (-3.65, -2.16, 1.03)  0.414
H (-4.41, -3.27, -0.08)  0.534
H (-4.75, -0.80, -0.46)  0.422
H (-3.04, -0.62, -0.82)  0.209
O (-0.45, 0.49, 0.40)  -0.370
S (-0.82, 1.60, 1.21)  1.038
O (-2.18, 1.96, 1.38)  -0.600
O (0.02, 2.87, 0.72)  -0.372
C (0.79, 3.41, 1.81)  -0.130
C (1.07, 2.22, 2.70)  -0.034
O (-0.15, 1.44, 2.65)  -0.383
H (0.18, 4.15, 2.32)  0.147
H (1.69, 3.88, 1.44)  0.374
H (1.29, 2.50, 3.71)  0.079
H (1.88, 1.61, 2.30)  0.310
O (-1.02, -3.27, -10.45)  -0.536
S (-0.58, -2.17, -9.68)  1.097
O (-0.25, -0.93, -10.28)  -0.539
O (0.64, -2.65, -8.76)  -0.335
C (0.33, -2.41, -7.38)  -0.177
C (-1.18, -2.51, -7.29)  -0.268
O (-1.64, -1.89, -8.51)  -0.319
H (0.68, -1.41, -7.11)  0.299
H (0.83, -3.15, -6.75)  0.206
H (-1.58, -1.99, -6.43)  0.286
H (-1.51, -3.55, -7.29)  0.281
O (3.98, 5.72, 5.37)  -0.567
S (3.34, 4.46, 5.40)  1.036
O (2.80, 3.87, 4.22)  -0.447
O (2.24, 4.47, 6.56)  -0.207
C (2.50, 3.41, 7.49)  -0.344
C (4.00, 3.21, 7.44)  -0.389
O (4.33, 3.38, 6.06)  -0.324
H (1.97, 2.52, 7.16)  0.284
H (2.15, 3.69, 8.48)  0.297
H (4.31, 2.23, 7.78)  0.319
H (4.52, 3.98, 8.02)  0.297
O (0.95, 6.41, 4.83)  -0.512
S (-0.39, 6.14, 4.46)  1.239
O (-0.93, 4.83, 4.57)  -0.558
O (-0.62, 6.68, 2.96)  -0.328
C (-1.70, 7.62, 2.94)  -0.308
C (-1.68, 8.25, 4.32)  -0.424
O (-1.36, 7.16, 5.20)  -0.319
H (-2.62, 7.07, 2.76)  0.306
H (-1.54, 8.35, 2.15)  0.300
H (-2.64, 8.68, 4.59)  0.310
H (-0.90, 9.00, 4.41)  0.304

***

The ion C21H30ClN2O5S2 with charge +1 in a non-equilibrium geometry. Source: OMol25; level of theory: ωB97M-V with the def2-TZVPD basis set.

Summary:
SMILES   C[C@@H](Cl)Cc1cc(C(=O)O)c(CCCC(=O)O)c(CCCSC(=S)N2CCOCC2)[nH+]1
Kohn-Sham gap   6.82 eV
Net charge   +1
E_HOMO   -11.2 eV
M   490.07 u

Last column: Mulliken charge in e.
CARTESIAN COORDINATES (ANGSTROEM)
C (1.39, 3.08, 2.19)  -1.026
C (2.42, 3.24, 1.07)  0.274
Cl (4.04, 3.15, 1.79)  -0.154
C (2.27, 2.20, -0.09)  -0.343
C (0.82, 1.87, -0.28)  -0.106
C (0.01, 2.60, -1.07)  -1.135
C (-1.32, 2.24, -1.18)  0.927
C (-2.17, 3.12, -2.05)  0.073
O (-3.24, 3.57, -1.74)  -0.479
O (-1.60, 3.43, -3.27)  -0.465
C (-1.82, 1.15, -0.48)  0.465
C (-3.29, 0.82, -0.60)  -1.160
C (-3.60, -0.66, -0.98)  -0.520
C (-4.72, -1.18, -0.05)  -0.812
C (-4.82, -2.70, -0.07)  0.334
O (-4.31, -3.36, 0.81)  -0.517
O (-5.51, -3.28, -1.08)  -0.452
C (-0.95, 0.44, 0.32)  0.750
C (-1.38, -0.74, 1.13)  -0.301
C (-0.79, -0.77, 2.56)  -1.296
C (0.67, -1.25, 2.69)  -0.535
S (1.14, -2.47, 1.44)  -0.122
C (2.90, -2.15, 1.27)  0.276
S (3.75, -1.51, 2.52)  -0.151
N (3.54, -2.42, 0.08)  0.140
C (4.13, -1.22, -0.55)  -0.468
C (3.60, -1.02, -1.98)  -0.502
O (2.19, -1.05, -1.93)  -0.360
C (1.74, -2.38, -1.71)  0.047
C (2.75, -3.22, -0.87)  -1.309
N (0.32, 0.82, 0.37)  1.557
H (1.66, 3.62, 3.09)  0.516
H (0.40, 3.43, 1.90)  0.287
H (1.27, 2.03, 2.48)  0.068
H (2.24, 4.22, 0.62)  0.364
H (2.76, 1.30, 0.29)  -0.770
H (2.72, 2.56, -1.01)  0.779
H (0.43, 3.43, -1.61)  0.595
H (-1.44, 4.39, -3.23)  0.379
H (-3.76, 1.03, 0.36)  0.422
H (-3.80, 1.45, -1.32)  0.706
H (-4.01, -0.74, -1.99)  0.520
H (-2.74, -1.32, -0.94)  0.195
H (-5.66, -0.68, -0.28)  0.529
H (-4.49, -0.91, 0.98)  0.364
H (-6.13, -2.61, -1.40)  0.362
H (-1.25, -1.67, 0.57)  0.395
H (-2.46, -0.63, 1.26)  -0.187
H (-1.48, -1.33, 3.19)  0.460
H (-0.81, 0.25, 2.96)  0.237
H (0.80, -1.70, 3.67)  0.575
H (1.34, -0.39, 2.69)  0.193
H (3.95, -0.31, 0.01)  0.096
H (5.21, -1.32, -0.64)  0.298
H (4.02, -1.77, -2.67)  0.331
H (3.95, -0.06, -2.35)  0.419
H (0.78, -2.33, -1.21)  0.074
H (1.61, -2.89, -2.67)  0.332
H (3.47, -3.64, -1.58)  0.379
H (2.28, -4.06, -0.37)  0.543
H (0.99, 0.30, 0.92)  -1.093

***

Which value of E_HOMO does entry 3 give?
-9.7 eV

***

Which value of Kohn-Sham gap does entry 3 give?
8.63 eV

***

Which of these has the highest Kohn-Sham gap?
C21H30ClIO21S5

***

Among the records above, which one has the highest M?
C21H30ClIO21S5